# 1
Formula: C32H62Br28O2
Source: OMol25
Level of theory: ωB97M-V with the def2-TZVPD basis set

Structure (XYZ):
```
124
Properties=species:S:1:pos:R:3:forces:R:3
Br -6.0562 -2.8439 -1.9723 -0.729 0.724 -0.658
C -5.2180 -4.4162 -1.3382 -0.558 -0.987 0.946
C -3.8082 -4.5321 -1.8203 -0.685 -1.137 -0.281
Br -2.7431 -3.2393 -0.9707 1.010 0.534 0.541
H -5.8036 -5.3466 -1.5627 0.338 1.077 -0.051
H -5.2292 -4.2462 -0.2539 0.084 -0.508 -0.244
H -3.7073 -4.3868 -2.8817 -0.086 0.073 -0.417
H -3.5308 -5.5685 -1.6140 0.658 0.278 0.234
Br 1.2258 4.7929 4.9154 0.286 -0.164 0.225
C 2.4071 3.3497 4.3194 1.123 0.774 -0.447
C 2.2205 2.0813 5.0930 -1.151 -0.661 -1.320
Br 3.3726 0.7775 4.1627 -0.002 0.039 0.363
H 3.4812 3.6597 4.3877 -1.062 0.140 0.087
H 2.1642 3.2767 3.2549 -0.007 -0.422 0.354
H 1.2052 1.6730 4.9750 0.392 0.224 0.104
H 2.4763 2.1232 6.1292 0.405 0.092 0.493
Br 6.7473 4.7326 -1.8781 1.023 -0.125 0.039
C 4.9267 5.2189 -1.8893 -0.831 0.116 -0.403
C 4.0515 4.1184 -1.3910 0.046 -0.571 -0.165
Br 4.1380 3.7517 0.4921 0.271 -0.165 0.548
H 4.6270 5.3528 -2.9268 0.197 0.136 -0.104
H 4.7867 6.1627 -1.3798 0.069 0.041 0.277
H 4.2369 3.1796 -1.9265 0.008 0.267 0.225
H 3.0299 4.3875 -1.5145 -0.842 0.221 -0.391
Br -3.9467 3.2419 -0.1584 -0.119 -0.612 0.228
C -3.8862 1.3268 0.3518 -0.593 0.706 1.421
C -4.0514 0.4070 -0.7925 -0.248 -0.551 0.194
Br -2.6626 0.5164 -2.0861 0.623 0.052 -0.685
H -4.7152 1.1281 1.0925 0.749 0.476 -0.833
H -2.9473 1.1743 0.8931 -0.187 0.139 -0.261
H -4.9718 0.5309 -1.3423 -0.266 0.077 0.052
H -4.0028 -0.5913 -0.3623 -0.066 -0.237 -0.230
Br -0.7082 -4.2413 -4.1774 -0.006 0.016 0.155
C -1.4431 -2.4455 -4.4843 0.036 -0.884 -1.189
C -1.7033 -2.3897 -5.9903 -0.391 -0.078 -0.084
Br -2.3193 -0.6333 -6.5692 -0.091 0.083 0.182
H -0.7284 -1.7670 -4.0434 0.012 0.304 -0.251
H -2.3933 -2.4441 -3.9957 -0.385 0.259 0.617
H -2.4995 -3.1022 -6.2698 0.337 0.411 0.302
H -0.8703 -2.5886 -6.6478 0.466 -0.068 0.308
Br 0.2263 -5.6401 3.6029 -0.423 0.241 -0.014
C -0.2098 -4.7307 1.9269 1.305 -0.832 -0.829
C 1.1400 -4.6297 1.2134 -1.118 1.404 -0.253
Br 1.0032 -3.7421 -0.5586 -0.204 -0.054 0.314
H -0.6148 -3.7712 2.0390 -0.689 1.307 0.834
H -0.9302 -5.3478 1.4044 0.074 -0.156 -0.085
H 1.4200 -5.6060 0.9395 1.138 -0.948 0.083
H 1.8353 -3.9674 1.7490 -0.098 -0.871 -0.077
Br -3.6240 -2.9490 2.8646 -0.249 -0.080 0.020
C -3.1084 -3.3184 4.7195 -0.703 -0.811 0.598
C -4.1401 -4.2637 5.4355 2.695 -0.142 -1.207
Br -3.5740 -4.6939 7.2368 0.348 0.140 0.234
H -3.0178 -2.3279 5.1773 0.279 -0.514 0.030
H -2.1945 -3.8996 4.5824 0.136 0.587 0.405
H -4.0621 -5.2264 4.9047 -0.849 0.521 0.198
H -5.0670 -3.8088 5.5895 -1.547 0.328 -0.378
Br -3.3362 1.0017 4.2343 0.872 0.186 0.036
C -5.1734 0.4895 4.1399 0.443 0.229 -1.236
C -5.8027 0.3862 5.4532 -2.041 -0.587 1.148
Br -5.2695 -1.0525 6.6344 0.355 -0.347 -0.067
H -5.1720 -0.3992 3.5117 -0.339 -0.134 0.277
H -5.6559 1.3091 3.6035 -0.092 -0.130 -0.021
H -6.8984 0.2141 5.3466 0.746 0.238 -0.072
H -5.6623 1.2481 6.0787 0.099 0.545 -0.085
Br 2.1997 -1.5376 -4.0732 -0.370 0.118 -0.464
C 2.8761 -3.3110 -3.8271 -0.211 -1.960 -1.261
C 3.0118 -4.2061 -5.1393 0.122 1.479 1.591
Br 3.8487 -5.9342 -4.6630 -0.429 0.964 -0.336
H 2.2739 -3.8323 -3.0900 -0.088 0.141 -0.016
H 3.8481 -3.1469 -3.4477 1.024 -0.019 0.530
H 3.5782 -3.6413 -5.8555 0.973 -0.160 -0.212
H 2.0896 -4.3553 -5.6465 -0.979 -0.616 0.124
Br 3.9221 3.7352 -5.2517 -0.144 0.510 0.292
C 4.1314 1.8996 -5.7660 0.153 0.557 -2.125
C 3.2466 1.5905 -6.9660 -0.428 -1.525 0.047
Br 1.4059 1.2253 -6.4066 -0.073 0.160 -0.059
H 3.9001 1.3114 -4.9166 0.030 -0.730 0.674
H 5.1535 1.8190 -6.1426 0.037 -0.175 0.570
H 3.5424 0.6486 -7.4880 0.016 0.698 0.631
H 3.1614 2.3519 -7.7215 0.239 0.484 0.039
Br 3.6953 -3.7424 6.6265 0.308 -0.275 -0.523
C 2.3721 -2.3259 6.4106 -0.764 -0.975 0.682
C 1.5960 -2.3773 5.1016 -0.071 0.570 0.469
Br 0.0391 -1.1427 5.3144 0.509 -0.331 -0.181
H 2.9428 -1.4266 6.6071 -0.407 0.250 -0.175
H 1.7060 -2.6195 7.2405 0.178 0.819 -0.411
H 1.1344 -3.3413 4.8959 0.293 0.082 0.103
H 2.1706 -1.9960 4.2611 -0.098 -0.076 -0.004
Br -0.8813 -0.4946 1.2231 1.143 0.753 -0.853
C 0.0996 0.8931 0.0745 1.674 -0.769 0.160
C 0.9925 0.2855 -1.0714 -1.186 -0.608 0.584
Br 1.4920 1.6745 -2.3590 -0.140 -0.132 0.358
H 0.7381 1.5341 0.7187 -0.617 -0.743 -0.034
H -0.7082 1.4796 -0.2832 -0.597 0.392 -0.564
H 0.4796 -0.5193 -1.6429 0.234 0.711 0.383
H 1.9452 -0.1157 -0.7224 -0.236 0.100 0.179
Br -1.2799 4.7085 -2.9565 -0.663 1.440 1.606
C -0.9566 3.4989 -4.3136 -0.397 -1.782 -1.148
C -2.2072 2.8968 -5.0241 0.386 -0.093 0.239
Br -2.4461 3.7119 -6.7617 -0.322 0.331 -0.236
H -0.4440 2.6520 -3.8326 0.047 0.491 -0.435
H -0.3207 4.0469 -5.0098 -0.001 -0.604 -0.092
H -3.1875 2.9016 -4.4844 1.127 0.203 -0.296
H -1.9411 1.8749 -5.3052 -0.236 0.079 0.341
Br 5.1537 -0.3749 -1.9725 -0.022 -0.236 0.529
C 5.2002 -0.2296 -0.0019 0.197 0.723 0.286
C 6.4024 -0.9576 0.5949 -0.593 -1.184 -0.074
Br 6.8157 -0.3590 2.4140 -0.287 -0.018 -0.356
H 4.2442 -0.5907 0.3988 0.340 0.042 -0.248
H 5.2688 0.8579 0.1513 -0.026 -0.477 0.100
H 7.2996 -0.8198 0.0152 0.200 0.239 -0.136
H 6.2136 -2.0574 0.6695 0.124 0.979 -0.054
O -0.4729 2.6622 2.5489 -0.203 -0.602 0.224
C -0.8866 3.7143 2.1642 0.463 1.123 0.194
O -1.6515 4.5271 2.9227 0.324 -1.939 1.021
C -1.8923 5.7669 2.3515 -0.511 0.803 -0.395
C -0.9896 5.8686 1.1368 2.151 0.605 0.118
C -0.5370 4.4297 0.8878 -0.425 -0.051 -0.426
H -1.6197 6.5279 3.0656 -0.105 0.253 0.374
H -2.9630 5.7955 2.1930 -0.243 0.382 -0.496
H -0.0643 6.4364 1.4477 -0.963 -0.331 -0.311
H -1.3736 6.3825 0.2605 -0.319 -0.126 0.046
H 0.5368 4.2818 0.6894 -0.513 0.121 -0.169
H -1.1676 4.0092 0.0997 0.405 -0.277 -0.138
```
Positions in Å, forces in eV/Å.

Calculated values
- 2S+1: 1
- E_HOMO: -9.81 eV
- E_tot: -73479.409593 Ha
- Charge: 0
- Kohn-Sham gap: 9.86 eV
- Largest force on an atom: 0.057 Eh/bohr

Atom charges from the Löwdin analysis, given in e for atoms 1 to 4: atom 1 (Br): 0.6688, atom 2 (C): -0.7557, atom 3 (C): -0.7390, atom 4 (Br): 0.6589

---

# 2
Formula: C32H62Cl36F3N5O4P
Source: OMol25
Level of theory: ωB97M-V with the def2-TZVPD basis set

Structure (XYZ):
```
143
Properties=species:S:1:pos:R:3:forces:R:3
C 1.4062 8.3419 2.9354 0.163 -0.078 0.069
C 1.9357 7.0709 3.5832 0.469 0.697 0.044
O 2.1732 6.0166 2.6045 0.113 -0.125 -0.174
P 0.9058 5.2962 1.9998 -1.856 -0.273 0.622
O -0.3324 5.4391 2.7811 0.295 0.052 -0.154
C 1.3213 3.5561 1.8523 0.882 -0.039 0.058
C 2.7321 3.2242 1.3406 -0.403 -0.143 -0.760
C 3.2880 1.9123 1.8868 0.191 0.862 0.187
N 2.4234 0.7904 1.5048 0.196 -0.296 0.072
N 1.3450 0.4833 2.1436 0.072 -0.026 -0.095
N 0.7916 -0.5552 1.5636 0.170 0.035 0.153
C 1.5683 -0.9098 0.5402 -0.266 0.212 -0.024
C 1.2324 -2.0545 -0.3416 0.105 -0.241 0.347
C 2.4050 -2.8976 -0.8706 -0.472 -0.180 -0.352
O 2.5918 -2.6851 -2.2625 0.367 0.053 0.183
C 1.6630 -3.3638 -3.0653 -0.217 -0.097 -0.295
C 1.1947 -2.4314 -4.1605 -0.086 0.273 0.419
F 0.5832 -1.3464 -3.6366 -0.104 0.147 0.177
F 0.2999 -3.0367 -4.9370 -0.044 -0.215 -0.308
F 2.1940 -1.9699 -4.9081 0.220 -0.109 -0.242
N 2.6023 -0.0584 0.4757 -0.336 -0.209 -0.277
C 3.7243 -0.0420 -0.4696 0.539 0.019 -0.094
C 4.0437 1.3094 -1.0540 0.284 0.431 0.089
N 5.2426 1.6975 -1.0017 -0.165 -0.066 0.080
O 0.6684 5.7864 0.4988 1.025 0.566 0.081
C 1.7995 6.3008 -0.2545 -0.572 -0.035 -0.704
C 1.2529 6.9591 -1.5086 -0.219 -0.093 0.447
H 0.7169 8.1386 2.1165 -0.113 -0.020 0.080
H 0.8840 8.9373 3.6834 -0.034 0.025 -0.025
H 2.2443 8.9337 2.5633 -0.098 0.031 -0.139
H 2.9182 7.3024 3.9907 -0.131 -0.378 -0.085
H 1.3126 6.7132 4.3972 -0.192 -0.246 -0.250
H 1.1834 3.1416 2.8518 -0.183 0.050 -0.011
H 0.5694 3.1431 1.1787 -0.131 -0.060 0.178
H 3.4558 4.0250 1.4996 0.033 -0.116 0.363
H 2.6649 3.1129 0.2537 0.106 0.162 -0.011
H 4.3050 1.7587 1.5298 -0.094 -0.378 -0.065
H 3.3406 1.9362 2.9759 -0.322 -0.242 -0.348
H 0.5975 -1.6939 -1.1547 0.172 0.044 -0.121
H 0.5865 -2.7029 0.2567 0.102 0.478 0.037
H 2.1890 -3.9537 -0.6947 0.043 -0.005 0.079
H 3.3467 -2.6813 -0.3712 0.026 0.013 -0.028
H 2.0855 -4.2557 -3.5353 0.149 0.036 0.058
H 0.7602 -3.6706 -2.5277 0.048 0.025 0.124
H 4.6206 -0.4224 0.0233 -0.023 0.104 0.084
H 3.4967 -0.7261 -1.2882 -0.330 0.037 0.090
H 3.2479 1.9062 -1.5042 -0.191 -0.249 -0.080
H 5.3613 2.6076 -1.4451 0.053 -0.037 -0.090
H 2.3426 7.0471 0.3209 0.125 -0.234 0.231
H 2.4407 5.4559 -0.5196 0.162 0.086 0.095
H 0.7412 7.8783 -1.2215 0.075 0.072 -0.156
H 0.5147 6.3136 -1.9832 0.165 -0.057 -0.153
H 2.0683 7.1782 -2.1953 -0.069 0.079 -0.079
C 1.2121 -0.4614 -7.7937 0.009 0.032 0.071
Cl 0.4732 -1.7173 -8.7902 -0.066 -0.094 0.123
Cl 2.2906 0.5763 -8.7383 -0.076 0.068 -0.001
H 0.4298 0.1549 -7.3661 -0.041 0.016 -0.094
H 1.7895 -0.9365 -7.0122 0.061 -0.033 -0.052
C -1.9394 4.4403 -2.0518 -0.117 0.146 0.076
Cl -0.4460 3.5025 -1.8579 0.113 -0.183 0.022
Cl -2.0088 5.2388 -3.6214 0.004 -0.010 0.019
H -2.7797 3.7632 -1.9641 0.030 -0.050 -0.035
H -1.9650 5.1924 -1.2715 0.074 0.009 0.004
C -1.6738 -5.3455 1.5969 -0.204 -0.069 0.058
Cl -1.3150 -5.1753 3.3070 0.123 0.049 0.033
Cl -0.3546 -4.7146 0.5755 -0.171 -0.398 0.006
H -1.8095 -6.3946 1.3654 0.093 -0.012 -0.024
H -2.5728 -4.7862 1.3729 0.025 0.061 -0.015
C 0.6441 4.2521 7.1481 -0.010 0.039 0.141
Cl 1.0007 3.4017 5.6328 0.026 -0.036 -0.003
Cl 1.1583 5.9376 7.1158 -0.037 -0.085 -0.126
H -0.4253 4.2202 7.3161 -0.022 0.008 -0.103
H 1.1733 3.7521 7.9503 0.042 -0.003 -0.022
C -2.6765 -2.2094 -3.1984 -0.034 -0.039 -0.107
Cl -3.9850 -3.3647 -2.9328 0.016 -0.013 0.010
Cl -3.2085 -0.5359 -2.9791 0.055 0.011 -0.009
H -1.8867 -2.4119 -2.4865 -0.001 -0.004 0.097
H -2.3134 -2.3251 -4.2129 -0.034 0.024 -0.028
C -5.0826 -1.2157 -6.4313 0.024 -0.002 0.084
Cl -4.0436 -1.6418 -7.8002 0.053 -0.008 0.038
Cl -6.7188 -0.7941 -6.9376 -0.002 -0.001 0.015
H -5.1358 -2.0685 -5.7643 -0.030 -0.033 -0.033
H -4.6459 -0.3635 -5.9244 -0.014 0.037 -0.037
C 5.4692 8.3276 5.5989 0.040 0.050 0.099
Cl 5.5131 8.3528 3.8287 0.006 -0.013 0.004
Cl 3.8362 8.0894 6.2338 0.152 0.073 0.160
H 6.0912 7.5117 5.9448 -0.023 -0.038 -0.027
H 5.8446 9.2755 5.9638 -0.036 0.038 -0.041
C -5.9615 -5.3041 2.3257 -0.176 -0.015 0.115
Cl -4.8022 -5.4094 3.6598 -0.051 0.006 -0.141
Cl -5.1813 -5.2774 0.7356 0.080 0.023 0.005
H -6.6135 -6.1673 2.3678 0.067 -0.026 -0.026
H -6.5287 -4.3884 2.4380 0.041 0.037 -0.013
C 0.7201 -6.3604 6.1170 -0.057 -0.013 -0.010
Cl 1.4793 -7.8959 5.6958 -0.013 0.001 -0.018
Cl 1.7638 -5.3553 7.1356 0.005 0.043 -0.007
H 0.5157 -5.8162 5.2038 0.074 -0.009 0.007
H -0.1961 -6.5625 6.6585 0.030 -0.021 0.054
C 2.2852 -4.0522 10.7973 0.039 -0.024 -0.036
Cl 1.0068 -2.8445 10.9878 0.003 0.019 -0.044
Cl 2.4823 -5.0452 12.2435 0.021 -0.013 -0.010
H 2.0255 -4.6983 9.9679 -0.067 -0.030 0.026
H 3.2179 -3.5371 10.6025 -0.001 0.037 0.061
C -9.6138 -7.3973 2.4254 -0.116 -0.026 -0.003
Cl -8.4602 -7.5377 3.7586 0.037 -0.062 -0.022
Cl -8.8152 -7.3017 0.8491 -0.006 0.036 0.057
H -10.2539 -8.2708 2.4355 0.043 -0.039 -0.008
H -10.1961 -6.4955 2.5712 0.040 0.033 0.012
C -10.3401 -6.0115 7.3417 -0.018 0.013 0.044
Cl -11.2309 -7.2615 6.4654 -0.014 -0.005 0.011
Cl -9.2778 -5.0776 6.2795 0.003 0.058 0.049
H -11.0542 -5.3339 7.7926 -0.023 0.015 -0.045
H -9.7320 -6.4890 8.0998 0.031 -0.036 -0.039
C 5.6127 -0.8432 -9.0997 0.005 -0.024 -0.062
Cl 6.5901 -1.0026 -7.6302 -0.037 -0.008 0.041
Cl 6.6078 -0.6864 -10.5475 -0.013 -0.005 0.001
H 4.9964 -1.7287 -9.1976 0.037 -0.033 0.000
H 4.9968 0.0399 -9.0047 0.050 0.048 0.015
C 6.6190 2.4256 4.4181 0.026 -0.005 -0.047
Cl 7.0149 2.4548 2.6940 0.010 -0.003 -0.011
Cl 4.8945 2.1147 4.6791 0.228 0.055 0.504
H 7.1849 1.6333 4.8918 -0.020 -0.040 -0.030
H 6.8613 3.3886 4.8496 -0.040 0.035 -0.042
C 1.6811 7.0165 11.1180 0.015 0.026 0.034
Cl 0.5587 5.7401 10.6229 -0.011 -0.019 0.094
Cl 2.4641 7.7975 9.7394 0.058 0.054 0.082
H 1.1241 7.7651 11.6675 -0.047 0.009 -0.049
H 2.4470 6.5742 11.7427 0.017 -0.041 -0.040
C 0.2986 -0.1901 -12.0015 0.039 0.067 0.004
Cl -0.4478 -1.4453 -13.0002 -0.041 -0.022 0.040
Cl 1.3822 0.8466 -12.9343 0.004 0.015 0.026
H -0.4878 0.4224 -11.5770 -0.032 0.010 -0.064
H 0.8695 -0.6704 -11.2190 0.051 -0.021 -0.066
C -8.3299 -6.0498 -3.2836 0.000 0.015 -0.084
Cl -9.7025 -7.0585 -2.8234 0.000 0.002 -0.009
Cl -7.1763 -5.8447 -1.9548 -0.003 0.028 -0.059
H -7.8171 -6.5228 -4.1121 0.016 -0.043 0.027
H -8.6995 -5.0725 -3.5685 -0.019 0.015 0.051
C -1.0683 -4.5872 -15.4160 0.016 0.011 0.022
Cl -0.5029 -4.2691 -17.0585 0.023 0.004 0.006
Cl -2.7685 -5.0707 -15.3761 -0.003 -0.007 0.030
H -0.4735 -5.3890 -14.9964 -0.013 -0.034 -0.032
H -0.9579 -3.6808 -14.8342 -0.014 0.029 -0.028
```
Positions in Å, forces in eV/Å.

Calculated values
- 2S+1: 1
- E_HOMO: -11.71 eV
- E_tot: -19038.838392 Ha
- Charge: +1
- Kohn-Sham gap: 8.28 eV
- Largest force on an atom: 0.038 Eh/bohr

Atom charges from the Löwdin analysis, given in e for atoms 1 to 4: atom 1 (C): -0.0555, atom 2 (C): -0.2716, atom 3 (O): -0.2112, atom 4 (P): 0.4361